1.
A structure of composition C33H29BrCl3CrN8O5S at a distorted geometry. Source: OMol25; level of theory: the ωB97M-V functional and the def2-TZVPD basis.

Values from the calculation:
**Total charge**: +2
**Spin multiplicity**: 4
**Molar mass**: 887.972 g/mol
**HOMO energy (spin up / spin down)**: -12.952 / -12.954 eV

Structure (XYZ):
```
81
C33H29BrCl3CrN8O5S (the ωB97M-V functional and the def2-TZVPD basis)
Cr -0.277 1.181 -0.026
C -2.948 0.287 1.057
N -2.375 0.884 -0.149
C -2.802 0.327 -1.432
C -1.738 0.663 -2.431
N -0.593 1.212 -2.074
C 0.109 1.434 -3.236
C 1.330 2.058 -3.461
C 1.778 2.121 -4.763
C 1.039 1.594 -5.827
C -0.190 0.999 -5.628
C -0.650 0.942 -4.320
N -1.818 0.465 -3.763
C -1.961 0.465 2.169
N -0.676 0.623 1.915
C -0.032 0.606 3.131
C 1.318 0.658 3.460
C 1.646 0.620 4.798
C 0.675 0.510 5.798
C -0.667 0.413 5.491
C -1.002 0.462 4.146
N -2.211 0.369 3.489
H -3.092 -0.791 0.902
H -3.916 0.730 1.317
H -2.620 1.878 -0.151
H -3.765 0.748 -1.757
H -2.908 -0.763 -1.348
H 1.875 2.501 -2.646
H 2.721 2.597 -4.979
H 1.427 1.677 -6.830
H -0.775 0.606 -6.444
H -2.582 0.046 -4.273
H 2.067 0.735 2.689
H 2.683 0.661 5.094
H 0.984 0.487 6.831
H -1.413 0.300 6.261
H -3.108 0.268 3.940
C 3.442 1.418 -0.825
O 2.287 0.610 -0.647
C 2.515 -0.707 -0.386
C 3.771 -1.284 -0.254
C 3.888 -2.653 -0.037
Br 5.614 -3.412 0.192
C 2.776 -3.467 0.008
C 1.507 -2.901 -0.116
C 1.370 -1.512 -0.267
O 0.139 -0.941 -0.312
C 0.310 -3.713 -0.126
N -0.904 -3.185 -0.204
C -1.785 -4.241 -0.234
C -3.175 -4.289 -0.312
C -3.768 -5.533 -0.323
C -3.020 -6.714 -0.263
C -1.645 -6.693 -0.186
C -1.042 -5.444 -0.171
N 0.274 -5.065 -0.102
H 4.016 1.075 -1.693
H 4.074 1.419 0.068
H 3.085 2.429 -0.994
H 4.670 -0.694 -0.307
H 2.903 -4.526 0.161
H -0.532 -1.779 -0.280
H -3.769 -3.389 -0.368
H -4.842 -5.607 -0.379
H -3.533 -7.662 -0.277
H -1.062 -7.599 -0.142
H 1.062 -5.692 -0.062
Cl -0.182 6.078 -1.972
C -1.266 5.185 -0.902
Cl -2.093 6.297 0.205
Cl -2.449 4.301 -1.865
C -0.489 4.151 -0.112
N -0.802 2.965 -0.081
C 2.339 4.430 2.544
S 1.004 3.573 1.732
O 0.574 4.676 0.606
O -0.106 3.344 2.590
O 1.534 2.415 1.048
H 1.917 5.213 3.160
H 2.989 4.850 1.784
H 2.870 3.703 3.150
```

These are the Löwdin partial charges, in e, on atoms 1 to 4:
1 Cr 0.960
2 C -0.055
3 N -0.101
4 C -0.065



2.
A structure of composition C33H29BrHgNO3SSb. Source: OMol25; level of theory: the ωB97M-V functional and the def2-TZVPD basis.

Values from the calculation:
**ΔE to the lowest compared entry with this formula, charge and spin**: 0.000 eV
**Total charge**: -1
**Spin multiplicity**: 2
**Molar mass**: 921.920 g/mol
**HOMO energy (spin up / spin down)**: -4.645 / -4.444 eV

Structure (XYZ):
```
70
C33H29BrHgNO3SSb (the ωB97M-V functional and the def2-TZVPD basis)
Hg -1.324 -2.806 -2.107
O -5.308 0.559 -0.563
C -4.622 -0.464 -0.003
C -3.641 -0.268 0.967
C -3.000 -1.383 1.474
N -3.289 -2.636 1.113
C -4.215 -2.775 0.191
Br -4.568 -4.560 -0.359
C -4.920 -1.752 -0.417
H -4.874 1.391 -0.321
H -3.378 0.726 1.310
H -2.214 -1.268 2.212
H -5.663 -1.940 -1.176
O 3.237 -2.299 -0.104
C 2.221 -2.958 0.148
O 1.048 -2.482 0.340
C 2.303 -4.455 0.271
C 3.507 -5.125 0.095
C 3.574 -6.502 0.223
C 2.414 -7.210 0.534
C 1.210 -6.552 0.710
C 1.141 -5.160 0.581
S -0.365 -4.301 0.785
H 4.379 -4.527 -0.142
H 4.514 -7.022 0.086
H 2.449 -8.289 0.639
H 0.312 -7.111 0.946
C 1.895 3.190 1.077
C 1.562 2.043 1.995
C 1.960 2.118 3.328
C 1.732 1.075 4.215
C 1.112 -0.080 3.771
C 0.706 -0.169 2.445
C 0.896 0.888 1.555
Sb 0.046 0.518 -0.381
C 1.641 1.380 -1.561
C 2.730 0.504 -1.556
C 3.899 0.806 -2.241
C 3.990 1.990 -2.953
C 2.911 2.862 -2.967
C 1.731 2.582 -2.279
C 0.641 3.623 -2.304
C -1.433 2.121 -0.273
C -1.595 2.913 0.862
C -2.645 3.817 0.980
C -3.549 3.954 -0.062
C -3.406 3.163 -1.198
C -2.382 2.224 -1.303
C -2.344 1.301 -2.494
H 2.195 4.067 1.653
H 1.047 3.468 0.448
H 2.712 2.926 0.404
H 2.470 3.012 3.671
H 2.057 1.163 5.245
H 0.959 -0.918 4.439
H 0.284 -1.100 2.084
H 2.691 -0.437 -1.008
H 4.727 0.109 -2.212
H 4.896 2.243 -3.491
H 2.987 3.798 -3.511
H 1.023 4.559 -2.713
H 0.247 3.822 -1.309
H -0.204 3.319 -2.924
H -0.898 2.814 1.687
H -2.743 4.421 1.874
H -4.356 4.673 0.001
H -4.113 3.265 -2.015
H -3.029 1.634 -3.274
H -2.630 0.284 -2.205
H -1.346 1.223 -2.930
```

These are the Löwdin partial charges, in e, on atoms 1 to 4:
1 Hg 0.373
2 O 0.064
3 C -0.319
4 C -0.004



3.
A structure of composition C33H29Cl3MgO4PS3Sb at a distorted geometry. Source: OMol25; level of theory: the ωB97M-V functional and the def2-TZVPD basis.

Values from the calculation:
**ΔE to the lowest compared entry with this formula, charge and spin**: 1.164 eV
**Total charge**: -2
**Spin multiplicity**: 1
**Molar mass**: 869.190 g/mol
**HOMO energy**: -1.583 eV

Structure (XYZ):
```
75
C33H29Cl3MgO4PS3Sb (the ωB97M-V functional and the def2-TZVPD basis)
Mg -0.962 -1.399 1.413
Cl -5.833 4.416 0.171
C -4.559 3.196 0.229
C -3.626 3.338 1.210
C -2.626 2.331 1.324
Cl -1.526 2.560 2.678
C -2.485 1.158 0.522
O -1.575 0.290 0.611
C -3.502 1.151 -0.456
Cl -3.605 -0.175 -1.609
C -4.518 2.071 -0.586
H -3.484 4.144 1.929
H -5.270 1.996 -1.362
S -1.395 -1.264 3.634
C -2.359 -2.768 3.736
C -2.700 -3.094 5.021
C -3.312 -4.274 5.302
C -3.736 -5.106 4.254
C -3.485 -4.737 2.958
C -2.744 -3.569 2.635
S -2.617 -3.166 0.897
H -2.382 -2.341 5.771
H -3.564 -4.607 6.313
H -4.343 -5.999 4.501
H -3.896 -5.373 2.199
O 3.248 -2.724 0.869
S 2.448 -1.510 0.943
O 2.829 -0.535 1.970
O 0.982 -1.739 0.956
C 2.694 -0.712 -0.658
C 3.325 -1.435 -1.668
C 3.436 -0.926 -2.898
C 3.140 0.441 -3.057
C 2.537 1.178 -2.069
C 2.276 0.606 -0.820
P 1.742 1.680 0.528
C 3.320 2.587 0.713
C 3.634 3.586 -0.131
C 4.887 4.173 -0.131
C 5.844 3.626 0.677
C 5.585 2.529 1.489
C 4.270 2.060 1.556
C 0.627 2.920 -0.190
C 0.739 4.213 0.306
C -0.184 5.117 -0.091
C -1.173 4.867 -1.074
C -1.218 3.575 -1.548
C -0.347 2.569 -1.073
H 3.535 -2.495 -1.435
H 3.792 -1.505 -3.771
H 3.274 0.971 -4.007
H 2.254 2.230 -2.253
H 2.947 3.876 -0.829
H 5.169 4.909 -0.872
H 6.876 3.976 0.672
H 6.325 2.073 2.136
H 4.067 1.236 2.278
H 1.437 4.514 1.054
H -0.191 6.187 0.250
H -1.877 5.643 -1.386
H -1.978 3.328 -2.328
H -0.463 1.515 -1.390
C -1.382 -4.204 -4.505
Sb -1.902 -3.465 -2.503
C -1.062 -5.133 -1.493
C 0.123 -2.482 -2.346
H -0.292 -4.218 -4.477
H -1.714 -3.447 -5.214
H -1.993 -5.085 -4.697
H -0.691 -5.790 -2.228
H -1.846 -5.636 -0.901
H -0.355 -4.768 -0.767
H 0.784 -3.319 -2.300
H 0.262 -1.973 -1.399
H 0.359 -1.861 -3.181
```

These are the Löwdin partial charges, in e, on atoms 1 to 4:
1 Mg 0.241
2 Cl 0.571
3 C -0.692
4 C -0.175



4.
A structure of composition C33H29ClN5O3Zn. Source: OMol25; level of theory: the ωB97M-V functional and the def2-TZVPD basis.

Values from the calculation:
**ΔE to the lowest compared entry with this formula, charge and spin**: 0.000 eV
**Total charge**: -1
**Spin multiplicity**: 1
**Molar mass**: 644.470 g/mol
**HOMO energy**: -3.961 eV

Structure (XYZ):
```
72
C33H29ClN5O3Zn (the ωB97M-V functional and the def2-TZVPD basis)
Zn 0.113 -0.419 0.025
C 4.263 0.821 0.656
C 3.100 0.072 0.456
N 1.906 0.605 0.461
C 1.733 1.909 0.690
C 2.849 2.751 0.964
C 4.130 2.161 0.911
C 2.642 4.107 1.265
C 1.360 4.595 1.254
C 0.269 3.798 0.939
C 0.383 2.433 0.646
N -0.572 1.542 0.322
C -1.907 1.707 0.211
C -2.698 2.829 0.478
C -4.083 2.828 0.354
C -4.774 1.702 -0.003
C -4.057 0.530 -0.293
C -4.692 -0.676 -0.652
C -3.936 -1.772 -0.965
C -2.543 -1.659 -0.912
N -1.930 -0.558 -0.552
C -2.635 0.533 -0.222
H 5.232 0.341 0.607
H 3.141 -0.998 0.288
H 5.004 2.780 1.064
H 3.481 4.747 1.491
H 1.179 5.636 1.487
H -0.680 4.295 0.919
H -2.266 3.752 0.811
H -4.615 3.745 0.569
H -5.851 1.702 -0.066
H -5.774 -0.727 -0.670
H -4.389 -2.711 -1.250
H -1.904 -2.493 -1.152
C 3.893 -1.315 -3.032
C 3.331 -0.339 -4.059
C 1.788 -0.337 -4.092
C 1.282 0.730 -5.075
C -0.238 0.829 -5.050
C 1.347 -1.685 -4.617
O 1.491 -2.029 -5.773
N 0.805 -2.513 -3.693
C 0.566 -2.223 -2.329
O 0.156 -3.134 -1.633
N 0.773 -0.979 -1.904
C 1.283 -0.004 -2.681
O 1.392 1.138 -2.270
H 4.982 -1.305 -3.056
H 3.557 -2.331 -3.231
H 3.569 -1.036 -2.031
H 3.692 -0.600 -5.058
H 3.669 0.670 -3.817
H 1.615 0.454 -6.078
H 1.714 1.693 -4.807
H -0.689 -0.128 -5.308
H -0.585 1.574 -5.763
H -0.583 1.113 -4.058
H 0.521 -3.436 -4.003
Cl -4.903 0.713 3.806
C -3.417 -0.051 3.326
C -3.459 -1.286 2.702
C -2.286 -1.849 2.251
C -1.054 -1.192 2.387
C 0.144 -1.657 1.710
C -1.047 0.007 3.119
C -2.211 0.591 3.561
H -4.404 -1.792 2.561
H -2.316 -2.794 1.726
H 0.105 -2.717 1.473
H 1.039 -1.447 2.295
H -0.101 0.507 3.285
H -2.192 1.550 4.059
```

These are the Löwdin partial charges, in e, on atoms 1 to 4:
1 Zn 0.648
2 C -0.054
3 C -0.136
4 N 0.053